This record from the OMol25 dataset describes C45H37BeN2OPS2Si as an isolated structure. The level of theory is ωB97M-V with the def2-TZVPD basis set.

```
! RIJCOSX wB97M-V def2-TZVPD def2/J DEFGRID3
* xyz 0 1
Be 0.938 -0.211 0.233
C -1.830 1.900 2.017
C -0.493 1.618 2.596
N 0.523 1.066 1.989
C 1.596 0.924 2.836
C 1.413 1.385 4.098
S -0.160 2.028 4.238
C 2.784 0.333 2.246
C 4.025 0.261 2.788
S 5.100 -0.392 1.640
C 3.841 -0.532 0.490
N 2.675 -0.147 0.948
C 4.185 -1.024 -0.872
H -1.962 1.340 1.095
H -1.936 2.965 1.807
H -2.608 1.611 2.718
H 2.106 1.388 4.921
H 4.349 0.581 3.762
H 5.250 -1.238 -0.928
H 3.931 -0.272 -1.620
H 3.612 -1.917 -1.121
O 1.638 -1.620 -1.736
C 1.162 -0.500 -1.545
C 0.799 0.263 -2.818
C 1.136 -0.314 -4.045
C 0.825 0.312 -5.236
C 0.156 1.531 -5.221
C -0.182 2.116 -4.016
C 0.142 1.496 -2.806
P -0.269 2.261 -1.196
C -1.896 3.014 -1.570
C -2.279 4.257 -1.068
C -3.600 4.677 -1.147
C -4.562 3.856 -1.716
C -4.192 2.617 -2.223
C -2.873 2.199 -2.147
C 0.902 3.673 -1.167
C 0.791 4.823 -1.947
C 1.734 5.834 -1.848
C 2.806 5.708 -0.973
C 2.936 4.562 -0.203
C 1.985 3.555 -0.298
H 1.631 -1.276 -4.026
H 1.090 -0.150 -6.178
H -0.107 2.020 -6.151
H -0.725 3.053 -4.011
H -1.542 4.903 -0.607
H -3.879 5.644 -0.747
H -5.595 4.175 -1.758
H -4.934 1.969 -2.670
H -2.598 1.227 -2.540
H -0.035 4.932 -2.639
H 1.635 6.724 -2.456
H 3.535 6.503 -0.891
H 3.772 4.454 0.476
H 2.080 2.661 0.309
C -2.535 -4.262 -2.618
C -2.197 -4.959 -1.465
C -1.546 -4.311 -0.426
C -1.223 -2.953 -0.500
C -1.609 -2.269 -1.653
C -2.248 -2.908 -2.707
Si -0.251 -2.085 0.891
C -1.571 -2.023 2.276
C -2.938 -2.007 1.980
C -3.899 -1.893 2.974
C -3.516 -1.790 4.304
C -2.166 -1.803 4.627
C -1.213 -1.911 3.622
C 0.977 -3.400 1.547
C 2.259 -3.450 0.991
C 3.225 -4.332 1.455
C 2.928 -5.198 2.499
C 1.655 -5.190 3.049
C 0.696 -4.301 2.578
H -3.021 -4.772 -3.441
H -2.436 -6.012 -1.381
H -1.280 -4.874 0.462
H -1.413 -1.203 -1.731
H -2.506 -2.353 -3.602
H -3.255 -2.103 0.946
H -4.950 -1.889 2.711
H -4.264 -1.707 5.083
H -1.856 -1.723 5.662
H -0.162 -1.926 3.896
H 2.486 -2.799 0.155
H 4.210 -4.347 1.002
H 3.681 -5.879 2.876
H 1.407 -5.879 3.847
H -0.291 -4.314 3.025
*
```

The calculation puts the LUMO energy at 0.0009 Eh. The energy is -3363.7989 Ha. The value obtained for the maximum force is 0.00941 hartree/bohr.